Below is 2 unconnected molecules or ions with the total composition C5H8O2S, with properties calculated with ωB97M-V/def2-TZVPD.

Computed properties:
HOMO ... -9.6 eV
Total charge ... 0

```
16
Properties=species:S:1:pos:R:3:forces:R:3
S -1.73456 -0.20821 0.60079 -1.128 -0.344 -1.642
O -1.95884 -0.10079 2.01402 0.062 -0.404 1.331
O -2.57189 -1.62991 -0.00568 0.616 3.697 -1.622
C 3.06780 0.59623 0.09258 2.601 -1.765 -2.137
C -3.70468 1.74675 -0.54588 1.245 -1.172 1.253
C 1.90413 -0.25004 0.12697 -1.196 -0.859 2.826
C -2.86761 1.03785 -0.03173 -0.380 -0.667 -0.938
C 1.31304 -0.88746 -0.85407 0.763 0.637 -1.747
H 1.58389 -0.32818 1.20596 -0.459 -0.487 -1.237
H 1.54479 -0.80353 -1.93034 0.647 0.298 0.671
H 3.85446 0.23023 0.83435 -0.906 0.575 -1.089
H -2.56213 -2.24490 0.67997 0.038 -1.744 2.210
H 3.40729 0.44974 -0.99371 0.373 0.958 1.558
H 2.78582 1.57708 0.31685 -0.045 1.748 0.252
H 0.49190 -1.50763 -0.77282 -1.657 -1.150 0.833
H -4.55341 2.32275 -0.73726 -0.575 0.678 -0.521
```
Positions in Å, forces in eV/Å.

---

Below is a single C21H21ClN2O5 molecule, with properties calculated with ωB97M-V/def2-TZVPD.

Computed properties:
HOMO ... -8.2 eV
Total charge ... 0
SMILES ... COc1ccc(/C=C(\NC(=O)c2ccccc2Cl)C(=O)NCCCC(=O)O)cc1

```
50
Properties=species:S:1:pos:R:3:forces:R:3
Cl -0.69134 -2.96310 2.63408 -0.047 -0.250 0.075
O -1.12049 0.20896 0.12306 -0.126 0.230 0.089
O 2.29173 -2.57279 -2.10084 0.107 0.061 -0.293
O -1.66816 -1.69204 -1.71706 -0.480 0.062 0.367
O -0.39710 -0.81293 -3.32216 0.089 0.208 -0.168
O 0.74540 5.32819 0.50217 0.126 -0.312 0.149
N 0.69339 -1.01819 0.71040 0.292 -0.065 -0.191
N 0.55473 -3.29630 -0.83695 -0.126 -0.102 0.245
C -0.95137 -1.76386 -2.83682 0.031 -0.027 -0.342
C 0.96072 4.07853 0.00776 0.031 -0.154 0.020
C -1.03031 1.01419 2.96098 0.021 -0.086 -0.029
C 0.27492 -4.46158 -1.64134 -0.082 -0.298 -0.138
C 1.68472 1.84151 0.53163 0.054 0.096 -0.133
C -0.78814 -0.24891 2.42926 -0.166 0.003 0.139
C -0.93913 -3.14813 -3.45458 -0.030 -0.057 0.234
C -1.46816 0.05334 5.11121 0.009 -0.038 -0.038
C -1.35849 1.16722 4.29491 0.004 0.039 -0.013
C -0.43836 -0.32986 0.97774 -0.092 -0.282 0.113
C 0.26345 6.32245 -0.36950 -0.085 0.169 -0.154
C 0.99108 2.38592 -1.69479 0.113 -0.303 0.228
C -0.91344 -1.35813 3.25979 -0.021 0.240 0.004
C 1.45472 -2.36362 -1.24660 0.092 -0.031 0.304
C 1.45125 3.14088 0.91985 -0.084 0.210 0.004
C 0.73648 3.68787 -1.30873 -0.079 0.420 0.089
C 1.44868 1.43721 -0.78399 -0.016 0.361 0.003
C 1.63936 0.06942 -1.23682 -0.059 -0.615 0.178
C 1.31430 -1.04345 -0.56550 0.296 0.455 -0.324
C -1.01612 -4.29971 -2.45095 0.218 0.077 -0.006
C -1.25510 -1.21268 4.59434 0.022 -0.030 0.017
H -0.03734 -3.22404 -4.06422 -0.069 0.083 -0.014
H 0.80004 2.08151 -2.71251 -0.017 -0.024 -0.133
H 2.00524 -0.06898 -2.24490 -0.018 -0.129 -0.056
H -1.53436 2.15320 4.69582 -0.013 0.095 0.033
H -1.58910 -0.80314 -1.29266 0.173 -0.146 -0.236
H 0.16869 7.22327 0.23492 -0.010 -0.042 -0.088
H -0.94810 1.86754 2.30512 -0.011 0.089 -0.071
H 2.08128 1.13889 1.24994 0.021 -0.044 0.050
H -1.19765 -5.22956 -2.99246 -0.045 -0.031 0.032
H 1.63966 3.46203 1.93277 0.043 0.043 0.115
H -1.35471 -2.08638 5.21946 -0.011 -0.086 0.014
H -1.72890 0.16445 6.15247 -0.025 0.005 0.092
H 0.19234 -5.33492 -0.98647 0.066 0.018 -0.116
H -0.71625 6.05707 -0.77936 0.045 0.005 0.004
H 0.36468 4.38785 -2.04021 -0.032 0.083 -0.039
H -1.80249 -3.19389 -4.12389 0.026 0.050 -0.024
H 1.14286 -1.53383 1.45397 -0.120 0.149 0.015
H 0.96277 6.51023 -1.19042 -0.035 -0.018 0.024
H 1.13022 -4.59279 -2.30848 -0.088 -0.090 0.100
H -0.19414 -2.99772 -0.22788 0.150 0.117 -0.085
H -1.85396 -4.13118 -1.77157 -0.043 -0.107 -0.043
```
Positions in Å, forces in eV/Å.

---

Below is a molecular structure, C15H27F3N6O21, with properties calculated with ωB97M-V/def2-TZVPD.

Computed properties:
HOMO ... -10.4 eV
Total charge ... 0

```
72
Properties=species:S:1:pos:R:3:forces:R:3
F -2.06039 0.82647 0.63246 -2.756 5.002 0.454
F 2.08276 1.43279 -5.18098 -1.989 2.037 -2.640
F -1.70907 3.36933 -4.10714 -1.411 1.675 -0.329
O -0.82296 -0.05136 -0.89029 2.703 1.784 -0.340
O 0.57644 0.20754 0.75390 0.779 -1.567 -0.538
O 0.91834 4.91383 -1.93884 -1.305 -2.589 -1.249
O 3.04220 2.25080 -2.61050 0.317 -0.428 1.176
O 4.08180 1.26365 -4.33089 0.107 -0.196 1.343
O -1.97159 -1.98178 2.99707 -0.133 0.089 1.357
O -2.19998 -1.28558 -1.41607 -3.323 -6.119 -3.259
O -1.00515 -4.19728 -2.49905 1.431 -1.158 -0.290
O 1.91220 1.10100 4.09480 -1.019 -0.597 -0.325
O -0.38311 3.06487 -1.67406 -1.551 -0.793 0.859
O 1.58315 4.08710 2.17951 0.911 -0.604 -0.519
O 1.19582 1.07535 -1.25745 -5.124 -5.075 5.965
O -3.49099 -1.40774 1.67103 -1.445 0.402 0.528
O 0.87526 -3.23590 -2.49328 1.148 0.449 0.006
O -1.92778 -3.13547 -0.21492 -1.428 2.212 0.685
O 0.33017 -0.25642 3.54313 0.921 6.109 0.716
O 0.31930 -4.16127 2.96096 2.278 1.112 1.241
O 5.09145 2.97714 -3.12959 -2.448 -3.269 -0.633
O 3.20221 4.04795 0.68038 -1.891 -1.033 1.633
O 2.26778 -3.75907 3.98682 -2.256 0.350 -0.892
O 0.52218 3.38468 -3.60717 -0.636 0.859 -2.345
N -2.79551 -1.17155 2.64538 0.266 -1.774 -1.758
N 1.09534 -3.48503 3.69720 -1.013 -1.190 -0.103
N 0.02349 -3.87052 -1.93764 -0.782 -0.325 -0.161
N 0.74903 0.83551 3.85417 1.900 2.397 0.637
N -2.36110 -2.49345 -1.15344 -1.501 -1.200 -1.397
N 2.16613 3.59482 1.20536 0.512 1.828 -1.514
C -1.57405 -0.29105 0.29543 3.424 -3.869 2.042
C -2.89308 0.16512 3.18431 -0.476 0.865 0.854
C 0.44584 -2.21625 4.26283 1.483 -4.375 0.403
C 2.27047 1.11847 -2.91661 1.030 0.018 -3.004
C 0.39916 3.90949 -2.39308 1.046 2.003 1.863
C 4.17179 2.16107 -3.29322 3.676 4.446 -0.558
C 2.75878 0.79459 -4.27261 0.903 -2.105 0.284
C -0.24729 1.91329 3.91364 0.441 0.649 -0.027
C -3.13499 -3.31063 -2.13898 -0.948 1.594 -0.939
C -0.47570 -0.62227 1.26464 0.622 -0.939 -1.197
C -0.74667 1.90083 -2.47899 -0.568 2.519 -3.342
C -0.66573 2.62793 -3.84155 1.508 -3.158 1.220
C 1.44550 2.53992 0.44623 0.838 0.894 1.592
C 0.39072 0.40323 -0.59655 1.434 1.689 2.310
C 0.13372 -4.06392 -0.47324 2.221 -0.327 0.650
H 1.25380 1.51153 -2.91362 1.972 -0.887 -1.836
H 0.84537 1.96082 1.14808 0.532 1.043 0.011
H 2.62252 -0.25524 -4.53224 0.853 -0.305 0.183
H 0.09179 1.20449 -2.49329 -2.153 0.233 -0.138
H -0.86667 1.74486 3.03267 -0.167 0.329 0.384
H -0.47512 -2.51562 4.76313 0.242 -0.004 -0.089
H 2.43467 0.27384 -2.24747 0.588 0.141 -0.704
H -2.90161 -2.63436 -2.96136 -0.724 -0.918 -0.883
H -0.58348 1.86636 -4.61702 0.783 0.508 -0.437
H -0.49396 -4.79482 0.03657 -0.254 0.200 -0.839
H 0.29238 2.85712 3.83591 -0.107 -0.083 0.025
H 2.11038 1.86717 -0.09548 0.703 1.365 1.354
H -1.71825 1.41390 -2.39503 0.057 0.750 0.881
H -0.07238 -3.04710 -0.13901 0.725 -0.596 0.423
H -2.74793 0.83894 2.33991 -0.538 -0.163 0.470
H 1.22791 -1.85896 4.93277 -0.309 0.340 -0.021
H -0.61149 -0.50811 2.34011 -0.677 0.900 -1.751
H 0.29329 -1.54020 3.42153 0.303 -4.473 0.815
H -2.27946 -1.12173 0.27363 0.541 1.802 0.581
H -2.13138 0.39678 3.92878 -0.480 -0.724 0.063
H -2.77167 -4.32969 -2.27168 -0.615 0.678 0.521
H -0.73834 1.81030 4.88130 -0.287 0.096 -0.228
H -3.91531 0.19487 3.56149 0.142 0.495 0.137
H 0.77239 2.97184 -0.29436 0.671 0.590 0.891
H -4.19771 -3.26060 -1.90185 0.091 0.222 0.265
H -0.18981 -1.67212 1.19985 0.110 -0.091 -0.311
H 1.16437 -4.34480 -0.25653 0.105 0.262 -0.231
```
Positions in Å, forces in eV/Å.

---

Below is a molecular structure, C3H3IrO2, with properties calculated with ωB97M-V/def2-TZVPD.

Computed properties:
HOMO (spin up / spin down) ... -20.2 / -21.6 eV
Multiplicity ... 5
Total charge ... +2

```
9
Properties=species:S:1:pos:R:3:forces:R:3
Ir 1.97491 0.94349 0.11399 5.330 4.166 -0.475
O 0.12298 0.98730 0.40709 -3.782 -0.709 -0.015
O 1.90151 -0.99259 -0.03755 -2.814 -5.912 0.195
C 0.81710 -1.57353 0.15237 1.784 4.376 -0.221
C -0.96569 0.40060 -0.55409 -0.211 0.314 -0.850
C -0.36698 -0.37854 0.49398 -0.864 -2.087 1.152
H -0.64534 0.24323 -1.58750 0.118 0.348 0.203
H -0.93688 -0.56724 1.40797 0.364 -0.247 -0.061
H -1.90160 0.93728 -0.39627 0.076 -0.250 0.073
```
Positions in Å, forces in eV/Å.

---

Values for max |F|, eV/Å, ordered as above
4.084, 0.642, 9.359, 6.781
Values for energy relative to the best compared isomer or geometry (same formula, charge and spin), kcal per mole, ordered as above
117.34, 0.00, 340.17, 41.04